{
  "formula": "C20H34BCdO10",
  "method": "the ωB97M-V functional and the def2-TZVPD basis",
  "homo_ev": -11.322,
  "max_force_ev_per_a": 2.59,
  "total_charge": 1,
  "energy_ev": -47000.97538,
  "gap_ev": 9.35,
  "e_above_lowest_kcal_mol": 3.3,
  "elements": ["Cd", "B", "H", "H", "H", "H", "O", "C", "O", "C", "C", "C", "H", "H", "H", "H", "H", "H", "O", "C", "O", "C", "C", "C", "H", "H", "H", "H", "H", "H", "O", "C", "O", "C", "C", "C", "H", "H", "H", "H", "H", "H", "O", "C", "O", "C", "C", "C", "H", "H", "H", "H", "H", "H", "O", "C", "O", "C", "C", "C", "H", "H", "H", "H", "H", "H"],
  "xyz": [[0.124, -0.205, -1.236], [0.620, -1.157, -3.081], [-0.231, -0.412, -3.241], [0.852, -1.677, -4.084], [1.530, -0.701, -2.566], [0.257, -1.883, -2.279], [-0.382, -1.770, 0.056], [-0.436, -2.773, 0.716], [-0.533, -3.967, 0.143], [-0.503, -5.033, 1.110], [-0.886, -4.367, 2.436], [-0.475, -2.911, 2.228], [0.477, -5.504, 1.085], [-1.253, -5.775, 0.849], [-0.299, -4.792, 3.254], [-1.907, -4.570, 2.753], [0.535, -2.726, 2.592], [-1.219, -2.222, 2.618], [2.044, 0.007, -0.230], [3.074, -0.385, 0.252], [3.582, -1.584, -0.015], [4.896, -1.754, 0.561], [4.880, -0.805, 1.783], [3.951, 0.286, 1.293], [5.559, -1.450, -0.252], [5.058, -2.802, 0.791], [5.894, -0.540, 2.067], [4.405, -1.404, 2.562], [4.518, 1.103, 0.838], [3.354, 0.715, 2.096], [0.401, 1.778, -1.980], [0.690, 2.578, -2.826], [0.154, 3.810, -2.837], [0.642, 4.628, -3.893], [1.706, 3.779, -4.623], [1.456, 2.371, -4.123], [1.071, 5.558, -3.520], [-0.154, 4.936, -4.571], [2.700, 4.073, -4.285], [1.599, 3.944, -5.691], [2.404, 1.870, -3.929], [0.892, 1.743, -4.811], [-0.306, 0.992, 0.676], [-0.410, 1.404, 1.799], [0.457, 2.294, 2.265], [0.303, 2.549, 3.663], [-1.107, 2.057, 3.998], [-1.458, 1.072, 2.882], [0.400, 3.612, 3.859], [1.056, 1.969, 4.198], [-1.773, 2.919, 3.924], [-1.209, 1.666, 5.007], [-2.442, 1.254, 2.459], [-1.338, 0.020, 3.132], [-2.042, 0.059, -1.473], [-3.099, -0.084, -0.921], [-3.203, -0.397, 0.380], [-4.604, -0.643, 0.664], [-5.387, 0.217, -0.332], [-4.449, 0.119, -1.516], [-4.849, -0.442, 1.707], [-4.792, -1.713, 0.553], [-5.563, 1.228, 0.019], [-6.313, -0.306, -0.566], [-4.407, 0.926, -2.245], [-4.511, -0.783, -2.145]],
  "forces_ev_per_angstrom": [[-0.23, 0.85, 0.46], [0.40, -1.16, -1.80], [-1.38, 1.44, -0.96], [0.38, -0.60, -0.87], [2.30, 1.00, -0.18], [-0.77, -2.40, 0.59], [-0.41, -1.31, 1.73], [-0.38, -0.50, 0.09], [0.13, -0.17, -0.30], [-0.78, -0.04, 0.33], [1.25, -0.57, 0.82], [-0.57, -0.28, -0.49], [0.11, 0.15, 0.09], [0.10, 0.04, -0.38], [0.05, -0.06, -0.11], [-0.25, 0.47, -0.49], [-0.12, 0.25, 0.23], [0.33, 0.29, 0.12], [1.33, 0.33, 0.84], [0.44, -0.40, 0.74], [-0.52, -0.52, -0.35], [0.00, 0.78, -0.29], [-0.08, -1.48, -0.89], [0.24, 0.68, 0.30], [0.39, -0.02, 0.35], [-0.16, -0.01, 0.01], [-0.11, 0.31, 0.14], [0.12, 0.34, 0.33], [-0.16, 0.03, -0.12], [-0.16, 0.10, -0.21], [0.30, 1.86, 0.09], [-0.76, 0.15, -1.66], [-0.08, 0.04, 0.93], [0.71, 0.16, -0.91], [-0.22, 0.61, 0.29], [0.68, -0.11, 0.26], [-0.06, -0.17, 0.45], [-0.34, -0.39, 0.22], [0.00, 0.21, -0.28], [0.28, -0.28, -0.04], [-0.18, -0.28, 0.05], [-0.23, -0.08, 0.24], [-0.61, 0.27, 0.77], [-0.46, -0.12, 0.14], [0.72, 0.50, 0.01], [-0.51, -0.61, 0.36], [-0.46, 0.33, -0.07], [0.80, 0.45, -0.51], [0.30, 0.00, -0.13], [0.17, 0.20, -0.01], [-0.11, -0.09, 0.07], [0.13, -0.10, -0.03], [-0.06, -0.27, -0.01], [-0.14, -0.04, 0.09], [-0.99, 0.07, -0.17], [0.28, 0.93, 0.50], [-0.25, -0.30, 0.22], [-0.42, 0.01, 0.52], [-0.01, -1.48, -0.34], [0.64, -0.04, -1.06], [0.47, 0.38, 0.01], [0.02, 0.02, -0.39], [0.05, 0.06, -0.04], [-0.26, 0.42, 0.18], [-0.11, 0.18, 0.25], [-0.77, -0.02, 0.23]],
  "lowdin_charge": [1.34, -0.48, -0.06, -0.01, -0.06, -0.06, 0.01, -0.44, 0.07, -0.12, -0.14, -0.05, 0.13, 0.13, 0.12, 0.12, 0.13, 0.11, 0.02, -0.45, 0.05, -0.12, -0.13, -0.06, 0.13, 0.13, 0.12, 0.12, 0.14, 0.12, 0.01, -0.42, 0.05, -0.14, -0.14, -0.06, 0.12, 0.13, 0.12, 0.12, 0.13, 0.14, 0.04, -0.44, 0.05, -0.13, -0.14, -0.04, 0.13, 0.13, 0.12, 0.12, 0.12, 0.11, 0.04, -0.47, 0.02, -0.13, -0.12, -0.07, 0.13, 0.13, 0.12, 0.12, 0.14, 0.15]
}


{
  "formula": "C20H34ClFeIN3O4",
  "method": "the ωB97M-V functional and the def2-TZVPD basis",
  "homo_ev": [-3.174, -3.352],
  "s2": 6.06,
  "max_force_ev_per_a": 3.64,
  "multiplicity": 5,
  "total_charge": -1,
  "energy_ev": -88961.87188,
  "gap_ev": [5.95, 6.12],
  "e_above_lowest_kcal_mol": 39.5,
  "elements": ["O", "C", "C", "C", "H", "C", "H", "C", "H", "C", "H", "C", "H", "H", "C", "C", "H", "H", "H", "C", "C", "H", "H", "H", "H", "Fe", "Cl", "C", "O", "N", "C", "C", "H", "H", "H", "H", "H", "H", "H", "H", "H", "C", "C", "N", "H", "C", "O", "H", "H", "H", "H", "H", "H", "C", "C", "N", "H", "C", "O", "H", "H", "H", "H", "I"],
  "xyz": [[1.513, -0.371, -2.682], [0.424, 0.057, -3.035], [0.150, 1.508, -3.301], [0.686, 2.559, -2.560], [1.047, 2.372, -1.552], [0.801, 3.834, -3.123], [1.283, 4.640, -2.572], [0.329, 4.067, -4.437], [0.450, 5.065, -4.911], [-0.275, 3.020, -5.154], [-0.621, 3.190, -6.185], [-0.400, 1.763, -4.565], [-0.854, 0.949, -5.114], [-0.501, -0.548, -3.275], [-2.232, -1.335, -1.544], [-1.854, 0.044, -1.253], [-2.999, -1.367, -2.337], [-2.601, -1.790, -0.605], [-1.440, -1.995, -1.915], [-2.443, 1.262, -1.498], [-3.941, 1.300, -1.352], [-1.956, 2.205, -1.777], [-4.421, 1.779, -2.218], [-4.251, 1.801, -0.403], [-4.276, 0.241, -1.290], [-2.250, 0.620, 0.461], [-3.573, -0.384, 1.801], [-0.659, 0.194, 4.017], [0.110, -0.493, 3.351], [-1.070, -0.104, 5.265], [-0.619, -1.303, 5.927], [-1.912, 0.784, 6.041], [-1.100, 1.148, 3.650], [-0.003, -1.877, 5.239], [-1.485, -1.887, 6.245], [-0.043, -1.039, 6.818], [-2.167, 1.659, 5.430], [-1.388, 1.118, 6.947], [-2.836, 0.270, 6.342], [4.839, 1.811, -1.229], [4.453, 2.058, 1.441], [3.745, 1.841, -1.191], [3.397, 1.816, 1.267], [3.253, 1.154, -0.010], [3.340, 1.351, -2.075], [2.975, -0.186, -0.048], [2.678, -0.890, 0.907], [3.021, 1.163, 2.057], [3.049, -0.588, -1.088], [3.426, 2.882, -1.165], [2.824, 2.748, 1.251], [0.150, -5.560, 1.370], [2.258, -5.214, -0.155], [-0.371, -4.917, 0.648], [1.613, -4.553, -0.767], [0.550, -3.992, 0.032], [-1.153, -4.358, 1.149], [0.389, -2.659, 0.188], [-0.499, -2.149, 0.865], [2.236, -3.749, -1.191], [1.117, -2.059, -0.367], [-0.801, -5.581, -0.115], [1.201, -5.164, -1.596], [-0.311, 1.844, 0.947]],
  "forces_ev_per_angstrom": [[-1.19, 0.18, -0.45], [-0.83, 0.24, 0.66], [0.56, 0.08, -0.82], [0.48, 0.33, -0.16], [0.00, -0.06, -0.19], [-0.58, -0.19, -0.79], [-0.21, -0.18, -0.03], [0.22, -0.01, 0.18], [-0.10, -0.84, 0.43], [-0.03, 0.52, 0.13], [0.09, -0.10, 0.61], [0.35, 0.25, 0.18], [0.01, -0.08, -0.08], [1.17, -0.15, 0.06], [-1.21, -0.90, 0.21], [1.72, 0.76, -1.82], [-0.25, -0.14, 0.26], [-0.01, -0.27, -0.60], [0.32, 0.23, 0.19], [-0.85, -0.66, 0.24], [-0.91, -0.26, -0.71], [0.15, -0.40, 0.50], [-0.27, 0.11, 0.32], [-0.08, -0.08, -0.67], [-0.20, 0.76, -0.05], [0.09, -0.47, -0.34], [-1.24, -0.72, 1.08], [0.84, -0.35, -1.34], [-0.86, 0.80, 1.04], [-0.27, -0.05, 0.88], [-0.12, 0.13, -0.01], [0.06, -0.05, -0.36], [0.23, -0.36, -0.02], [-0.04, 0.04, 0.00], [0.02, -0.15, 0.00], [0.11, -0.07, 0.06], [0.02, -0.25, 0.20], [-0.08, -0.01, -0.10], [0.12, 0.15, -0.05], [0.09, 0.11, -0.04], [-0.02, -0.03, 0.10], [-0.03, -0.46, 0.33], [-0.05, 0.18, -0.08], [0.02, -0.64, 0.14], [0.00, 0.10, -0.03], [0.05, -0.15, -0.14], [0.52, 0.63, -0.55], [0.00, 0.12, -0.18], [-0.12, 0.22, 0.56], [-0.07, 0.01, -0.07], [0.00, -0.10, 0.14], [-0.07, 0.12, 0.02], [-0.19, 0.26, -0.22], [0.26, -0.38, -0.14], [0.13, -0.11, -0.08], [0.11, -0.58, -0.16], [-0.04, 0.09, 0.03], [-1.11, 1.13, 0.68], [0.79, -0.68, -0.68], [-0.27, -0.26, 0.18], [0.02, -0.04, -0.01], [-0.05, 0.15, 0.09], [0.17, 0.26, 0.27], [2.61, 2.24, 1.19]],
  "mulliken_spin": [0.03, 0.05, -0.03, 0.01, 0.01, 0.00, 0.00, 0.01, 0.00, 0.00, 0.00, 0.02, 0.00, -0.03, 0.03, 0.40, 0.00, -0.01, 0.01, -0.16, 0.02, -0.02, 0.00, 0.00, 0.00, 3.40, 0.08, 0.01, 0.00, 0.00, 0.00, 0.00, 0.00, 0.00, 0.00, 0.00, 0.00, 0.00, 0.00, 0.00, 0.00, 0.00, 0.01, 0.00, 0.00, 0.00, 0.00, 0.00, 0.00, 0.00, 0.00, 0.00, 0.00, 0.00, 0.00, 0.00, 0.00, 0.00, 0.00, 0.00, 0.00, 0.00, 0.00, 0.15]
}


{
  "formula": "C20H34I2N2O4",
  "method": "the ωB97M-V functional and the def2-TZVPD basis",
  "homo_ev": -8.686,
  "smiles": "C=CC(=O)OCCCCCC[C@](C#N)(CCCI)[C@H](I)C#N.CCO.CCO",
  "max_force_ev_per_a": 12.54,
  "energy_ev": -48648.74279,
  "gap_ev": 7.58,
  "elements": ["C", "C", "C", "O", "O", "C", "C", "C", "C", "C", "C", "C", "C", "N", "C", "C", "C", "I", "C", "I", "C", "N", "H", "H", "H", "H", "H", "H", "H", "H", "H", "H", "H", "H", "H", "H", "H", "H", "H", "H", "H", "H", "H", "H", "C", "C", "O", "H", "H", "H", "H", "H", "H", "C", "C", "O", "H", "H", "H", "H", "H", "H"],
  "xyz": [[-3.564, 4.286, -0.876], [-4.715, 3.308, -0.728], [-4.464, 1.656, -0.781], [-3.846, 1.165, -1.859], [-4.918, 0.900, 0.395], [-4.295, -0.430, 0.485], [-2.715, -0.428, 0.930], [-2.371, 0.469, 2.260], [-2.001, 2.038, 1.962], [-0.456, 2.290, 1.473], [-0.173, 1.978, -0.112], [1.089, 0.909, -0.337], [0.702, -0.544, 0.317], [0.371, -1.499, 1.161], [2.536, 1.523, 0.110], [2.953, 1.332, 1.673], [2.838, 2.696, 2.600], [4.843, 3.655, 2.472], [1.197, 0.642, -1.985], [1.834, 2.403, -3.121], [-0.143, -0.116, -2.595], [-1.213, -0.664, -3.114], [-3.246, 4.918, 0.082], [-2.956, 4.419, -1.879], [-5.811, 3.728, -0.531], [-4.947, -1.049, 1.269], [-4.366, -1.036, -0.534], [-2.084, -0.161, -0.019], [-2.434, -1.554, 1.211], [-3.344, 0.459, 2.936], [-1.526, -0.054, 2.919], [-2.118, 2.619, 2.997], [-2.706, 2.575, 1.198], [0.235, 1.667, 2.199], [-0.227, 3.445, 1.655], [0.203, 3.003, -0.595], [-1.138, 1.684, -0.713], [2.479, 2.699, -0.086], [3.374, 1.136, -0.646], [4.111, 1.040, 1.685], [2.405, 0.484, 2.259], [2.738, 2.326, 3.713], [1.979, 3.409, 2.248], [2.078, -0.157, -2.092], [2.819, -3.513, 2.331], [4.250, -3.147, 1.994], [4.478, -1.774, 2.272], [2.119, -2.901, 1.753], [2.625, -4.568, 2.118], [2.610, -3.322, 3.389], [4.448, -3.318, 0.932], [4.956, -3.746, 2.577], [4.307, -1.634, 3.219], [0.979, -3.617, -4.582], [-0.383, -4.248, -4.788], [-0.974, -4.546, -3.532], [1.634, -4.290, -4.019], [1.450, -3.385, -5.541], [0.893, -2.694, -3.998], [-0.291, -5.180, -5.352], [-1.048, -3.575, -5.339], [-1.059, -3.710, -3.042]],
  "forces_ev_per_angstrom": [[-1.91, -2.00, 0.32], [1.57, 0.86, 0.50], [1.82, -0.81, -5.16], [-3.38, 2.18, 6.94], [2.05, 1.52, -3.36], [0.55, -2.28, 0.11], [-0.07, -0.70, 0.18], [-0.68, 0.14, 0.05], [0.49, 0.34, 0.70], [-0.45, 0.37, 0.49], [0.79, 0.71, 0.25], [-1.33, -0.09, -1.38], [-2.09, -5.58, 7.17], [3.08, 8.96, -8.22], [0.08, 0.70, 0.06], [1.29, -0.02, 0.49], [-0.39, -1.63, -0.17], [-1.21, -0.07, 0.11], [-0.25, -3.00, 0.68], [-0.60, -0.93, 0.41], [-6.94, -2.96, -3.49], [10.05, 5.01, 4.91], [-1.70, -0.30, -2.66], [-0.43, -1.42, 2.62], [2.70, -1.20, 1.06], [1.38, 1.70, -1.57], [0.06, 1.62, 2.02], [-1.15, -0.38, 1.95], [-0.75, 2.38, -0.80], [1.93, 0.05, -1.35], [-1.66, 1.24, -1.64], [0.24, -1.19, -2.20], [1.13, -1.30, 1.44], [-1.23, 1.19, -1.63], [-0.42, -2.50, -0.34], [-0.70, -2.35, 0.90], [1.89, 0.24, 1.28], [0.00, -2.58, 0.33], [-1.83, 0.58, 1.89], [-2.72, 0.43, 0.00], [0.75, 1.40, -1.50], [0.07, 1.16, -2.27], [1.90, -1.27, 0.88], [-2.02, 1.78, -0.06], [-0.18, -0.08, -0.17], [-0.25, -0.12, 0.33], [0.13, 0.45, 0.24], [0.20, -0.21, 0.08], [-0.04, 0.06, 0.08], [0.06, -0.12, -0.01], [0.06, 0.20, 0.14], [0.01, -0.17, -0.12], [0.10, -0.08, -0.52], [0.29, 0.01, -0.07], [0.03, 0.31, 0.26], [-0.16, 0.06, 0.28], [-0.10, 0.00, -0.14], [0.02, 0.04, 0.08], [-0.07, 0.00, -0.15], [-0.12, 0.05, 0.20], [0.10, 0.00, -0.18], [0.00, -0.38, -0.26]],
  "lowdin_charge": [-0.01, -0.04, -0.27, -0.05, -0.10, -0.18, -0.19, -0.19, -0.20, -0.19, -0.15, -0.41, -0.04, 0.14, -0.19, -0.32, -0.61, 0.66, -0.66, 0.85, -0.17, 0.12, 0.08, 0.08, 0.12, 0.15, 0.14, 0.08, 0.12, 0.12, 0.11, 0.12, 0.08, 0.11, 0.12, 0.10, 0.11, 0.11, 0.12, 0.07, 0.10, 0.07, 0.05, 0.11, -0.10, -0.33, -0.11, 0.02, 0.08, 0.07, 0.11, 0.11, 0.09, -0.10, -0.33, -0.09, 0.08, 0.07, 0.05, 0.11, 0.11, 0.07]
}